ORCA calculation (wB97M-V/def2-TZVPD) on C17H18BMgN7O2S2 as an isolated structure at a distorted geometry.

Cartesian coordinates (Å):
C  2.894535  0.252541  -1.113169
N  1.647825  0.251993  -1.615930
N  1.766932  0.049483  -2.987252
C  3.064220  -0.101781  -3.328051
C  3.829941  0.043046  -2.158705
B  0.467967  0.151587  -3.807794
N  -0.468172  -0.999512  -3.382754
N  -0.910037  -1.064184  -2.066786
C  -1.869566  -2.010709  -2.043149
C  -2.025666  -2.561554  -3.336862
C  -1.095637  -1.915278  -4.140741
Mg  -0.007543  0.235667  -0.425735
N  -0.263001  1.428733  -3.275071
N  -0.611386  1.592659  -1.934510
C  -1.223404  2.787612  -1.852589
C  -1.252049  3.394194  -3.115987
C  -0.642586  2.498636  -3.993142
H  -1.617409  3.162774  -0.912045
H  -0.423596  2.504519  -5.056022
H  -1.649170  4.358732  -3.386185
H  0.623854  0.194568  -4.999315
H  -0.801101  -2.037050  -5.186774
H  3.328614  -0.295958  -4.367656
H  -2.705689  -3.343176  -3.649676
H  4.907030  -0.013231  -2.057011
H  -2.414408  -2.255911  -1.135352
H  3.051367  0.353769  -0.042721
H  -2.412935  -0.579946  0.845279
C  -2.456397  -1.455558  1.516603
H  -3.384025  -2.020481  1.328168
H  -1.582756  -2.106560  1.336217
H  -2.427908  -1.109664  2.560305
O  -0.138267  2.978249  3.097707
S  0.951259  2.035913  3.108257
O  2.328421  2.499821  3.154465
N  0.750022  0.942320  1.780871
C  0.756168  -0.325654  2.177053
S  0.884516  -1.552673  1.033061
C  0.596722  -0.520854  3.621465
C  0.212496  -1.660421  4.351173
C  -0.176781  -1.563308  5.691911
C  -0.090493  -0.305952  6.324550
C  0.321533  0.829084  5.604909
C  0.665931  0.711835  4.265244
H  0.157967  -2.628219  3.873485
H  -0.551941  -2.425451  6.246582
H  -0.359387  -0.218439  7.375989
H  0.353987  1.813770  6.077670

Forces on the atoms, in the same order (eV/Å):
C 0.0741 -0.3440 -1.5122
N 1.5933 -0.2305 -0.4355
N 0.0140 0.2829 0.9237
C -0.2065 0.3856 0.9889
C -0.4207 -0.1218 0.0569
B 0.2096 -0.8165 0.4791
N -0.0886 -0.0941 0.3418
N -0.8439 -0.7637 0.1502
C 0.6550 0.5151 -0.9483
C -0.0507 -0.2715 0.1632
C 0.1241 0.4558 0.3564
Mg -0.0316 -0.1407 -1.2377
N -0.2695 1.4362 -1.3646
N -1.5716 2.7752 0.5856
C 0.7588 -1.8694 0.5727
C -0.5016 1.0396 -0.4637
C 1.0516 -2.3099 0.4573
H 0.1576 -0.0759 -0.2192
H -0.1895 0.2741 0.2267
H -0.0464 0.0629 0.1133
H 0.0017 0.0706 0.3489
H -0.3811 0.0422 0.4791
H 0.0472 0.1509 0.4581
H 0.1487 0.1019 0.1464
H -0.2606 -0.0274 -0.1094
H 0.2447 0.0837 -0.2384
H 0.1149 0.1355 -0.3082
H -0.1371 -0.2049 0.1464
C 0.1216 -0.0199 0.1276
H 0.4350 0.2997 0.0617
H -0.4418 0.0781 0.0488
H -0.0818 -0.1106 -0.3817
O 0.7837 -1.0878 -0.3923
S 1.0399 1.0538 1.2351
O -2.0705 -0.9520 -0.5215
N 0.1231 -0.9871 -1.5184
C -0.3936 1.1788 1.6316
S 0.1557 -0.7492 -0.4179
C 0.0032 -0.0468 0.7189
C -0.1284 -0.0329 -0.1963
C 0.4188 1.0413 -0.1268
C 0.0812 -0.3289 -0.5188
C 0.2010 0.4209 0.1464
C -0.7099 -0.1902 0.7249
H 0.0154 -0.0507 -0.1857
H 0.2593 0.2228 -0.2877
H 0.0251 0.0937 -0.2803
H -0.0329 -0.3746 -0.0253

Computed properties:
2S+1 = 1
lowest unoccupied orbital energy (alpha / beta) = -10.81 / -10.17 eV
total charge = +2
electronic energy = -2213.1517 Ha

Here are the Löwdin charges for atoms 1 to 8, given in e:
1 C -0.109
2 N -0.056
3 N -0.004
4 C -0.004
5 C 0.005
6 B -0.469
7 N -0.016
8 N -0.002

***

ORCA calculation (wB97M-V/def2-TZVPD) on C17H18BN7O2S2Zn as an isolated structure at a distorted geometry.

Cartesian coordinates (Å):
H  -0.149305  2.842609  0.781210
N  0.174749  1.722404  -0.948206
B  0.824397  0.853844  -3.251274
N  0.629159  2.002831  -2.221766
C  0.766025  3.333701  -2.354569
Zn  -0.265613  -0.080003  -0.261412
H  1.060712  3.746811  -3.303266
C  0.481590  3.922402  -1.126957
H  0.536295  4.962231  -0.871444
C  0.127750  2.874186  -0.265379
H  1.326977  1.259725  -4.255222
C  -2.043123  -2.740553  1.506479
H  -2.415682  -3.012374  2.502255
H  -1.058822  -3.183739  1.349646
H  -2.745051  -3.075602  0.734708
N  -0.589384  0.275100  -3.443081
N  1.643067  -0.302125  -2.628530
N  -1.275008  -0.211247  -2.353049
N  1.352219  -0.804884  -1.377518
C  -1.318423  0.161691  -4.565705
C  2.679187  -0.980736  -3.157484
H  -0.901960  0.502581  -5.507729
H  2.998291  -0.740760  -4.155250
C  -2.528672  -0.420506  -4.217854
C  3.136587  -1.884564  -2.206398
C  -2.464652  -0.632417  -2.825843
C  2.289358  -1.729290  -1.092897
H  -3.332669  -0.666399  -4.892705
H  3.979313  -2.548128  -2.289526
H  -3.181755  -1.061159  -2.140380
H  2.308474  -2.193207  -0.115994
H  -1.936331  -1.645196  1.456759
O  -3.088151  1.110183  4.390538
S  -1.727561  1.573088  4.408109
O  -1.444694  2.890233  4.922556
N  -0.909975  1.226442  2.995025
C  0.031035  0.284673  3.091701
S  0.917614  -0.246228  1.768805
C  0.211199  -0.238532  4.475815
C  1.033836  -1.237626  5.043262
C  0.895266  -1.579709  6.388360
C  -0.077574  -0.916977  7.157548
C  -0.903096  0.063213  6.607395
C  -0.737168  0.384434  5.283630
H  1.783264  -1.740622  4.423033
H  1.527107  -2.355140  6.834478
H  -0.213106  -1.164641  8.202300
H  -1.678895  0.601983  7.142222

Forces on the atoms, in the same order (eV/Å):
H -0.0308 0.1843 -0.1213
N 0.7033 1.4451 -0.4049
B -0.6238 -0.1675 0.7776
N -0.4637 -0.1081 1.0400
C 0.0260 -0.4582 0.8289
Zn 0.8993 0.1077 -0.9154
H 0.1097 0.0978 0.0377
C -0.0248 0.0411 0.0567
H -0.0212 0.1595 -0.0597
C 0.1464 -0.3730 -1.1531
H -0.0711 -0.0596 -0.0993
C -0.0392 0.2665 -0.0013
H 0.0881 0.1072 -0.3145
H -0.1123 -0.0486 -0.0084
H 0.1753 0.0254 0.2045
N -0.5025 -0.2947 0.4308
N 0.0581 -0.7217 0.9028
N -0.6599 -0.1728 -0.7265
N 1.1447 -0.1489 -0.4000
C -0.1128 -0.2356 0.8316
C -0.2912 0.1750 0.9705
H -0.2285 -0.1289 0.2023
H 0.2144 -0.0445 -0.0274
C -0.2005 -0.1011 0.0493
C -0.0497 -0.0104 0.1483
C 1.0324 0.4277 -0.3986
C -0.4171 0.7461 -1.1774
H -0.0125 0.0223 0.1272
H -0.0209 -0.0220 -0.0478
H -0.0145 0.0302 -0.1735
H -0.0471 -0.0717 -0.1909
H -0.1404 -0.3056 0.1039
O 0.2604 0.2759 -0.4937
S 1.4632 -1.1505 0.7024
O -0.1512 -0.4348 -0.7648
N 0.5135 -0.5028 -0.9687
C -2.2650 1.9460 0.8773
S 0.3201 -0.7864 -0.8131
C -0.2619 -0.2471 0.9341
C 0.0372 0.3125 -0.8311
C -0.5101 0.5372 -0.0149
C 0.0426 -0.1080 0.0511
C 0.1402 -0.0259 -0.0149
C 0.2285 -0.3482 0.5138
H -0.3241 0.1940 0.1788
H -0.2845 0.3746 -0.2066
H 0.1068 -0.1081 0.0082
H 0.1712 -0.2913 0.3501

Computed properties:
2S+1 = 1
relative energy (zero: lowest compared OMol25 entry of this formula, charge and spin) = 0.0 kcal/mol
lowest unoccupied orbital energy = -0.58 eV
total charge = 0
electronic energy = -3793.0320 Ha

Here are the Löwdin charges for atoms 1 to 8, given in e:
1 H 0.099
2 N -0.066
3 B -0.502
4 N -0.007
5 C -0.057
6 Zn 0.621
7 H 0.123
8 C -0.049

***

ORCA calculation (wB97M-V/def2-TZVPD) on C17H18BrClF5N5O as an isolated structure at a distorted geometry.

Cartesian coordinates (Å):
C  -6.318166  -0.763127  -0.548865
C  -4.786795  -0.568900  0.078123
C  -3.981096  -1.996331  0.115463
C  -2.422921  -1.873634  0.688075
C  -1.546144  -0.915798  -0.311821
C  -0.039846  -0.518658  0.305369
N  1.067538  -1.420222  -0.152041
N  0.884268  -2.491298  -1.057573
C  2.103826  -3.312961  -1.467984
Cl  2.199755  -4.796127  -2.620659
N  3.220150  -2.653517  -0.693405
C  2.539179  -1.528803  0.114927
N  3.262388  -0.751081  0.967293
O  4.590102  -1.092081  1.059025
C  4.754961  -2.150094  2.110918
N  4.719067  -2.905980  3.158402
C  2.812479  0.394145  1.821931
F  1.819908  0.042368  2.887047
F  4.013125  0.876493  2.610883
C  2.376559  1.763495  0.965706
C  1.636595  2.936282  1.901702
C  1.101113  4.335418  1.181531
C  1.336960  4.486120  -0.438462
C  2.077088  3.339275  -1.365080
C  2.292629  3.459657  -2.989684
F  3.570376  4.117558  -3.346176
F  2.271663  2.113129  -3.661853
F  1.160714  4.292622  -3.540378
C  2.611638  1.945094  -0.650940
H  -6.604129  -1.888314  -0.403016
H  -6.225040  -0.544613  -1.714933
H  -7.082405  0.005673  -0.109384
H  -4.280140  0.254590  -0.619919
H  -4.884291  -0.043575  1.144737
H  -4.635018  -2.736511  0.767896
H  -3.892459  -2.379004  -0.996874
H  -2.493577  -1.328527  1.742518
H  -1.985009  -2.949739  0.851943
H  -2.121123  0.129755  -0.355309
H  -1.490991  -1.284627  -1.428682
H  0.168118  0.552276  -0.180580
H  -0.219718  -0.471067  1.464634
H  0.023256  -2.849032  -1.516080
H  1.447416  2.789184  3.071033
H  0.556638  5.111230  1.873709
H  0.938275  5.444924  -0.977948
H  3.122879  1.054779  -1.220670
Br  0.330206  -3.230448  1.485449

Forces on the atoms, in the same order (eV/Å):
C 1.2441 0.0329 -0.7100
C -0.7256 0.9293 -0.2109
C 0.3007 0.8672 -0.2101
C -1.4022 0.1858 0.0189
C -0.1996 0.5502 0.5590
C -2.4742 1.7936 -0.9206
N 5.5919 -2.0226 -2.0802
N 3.1414 -2.9560 -3.3602
C -0.0679 5.8730 4.8290
Cl -0.4266 3.4791 2.6735
N -5.2631 0.9261 -0.2134
C -3.3832 -3.5316 -4.0581
N -0.8997 1.2067 1.1359
O 0.6209 -3.1347 3.0212
C -1.0345 -3.4322 6.3724
N 0.4663 6.5045 -9.2528
C 0.6973 2.7689 1.7738
F 2.9217 0.8175 -3.5280
F -3.3324 -1.9488 -2.2413
C -1.7910 2.5865 -0.7144
C 0.1344 0.9135 -4.0174
C 2.3765 -4.2679 -2.1041
C 0.9251 -2.6183 1.2480
C -0.1693 -1.4021 3.6996
C -0.4006 0.4801 -0.5309
F -4.3116 -2.2192 0.9002
F 0.0999 4.6494 2.1586
F 3.8962 -2.7692 1.4144
C -1.9252 2.5681 2.8381
H 0.1103 2.2858 -0.2002
H -0.4066 -0.6226 2.4584
H 1.4183 -1.7133 -0.7108
H -0.7963 -1.9255 1.5314
H 0.3850 -1.4443 -2.1255
H 1.5643 1.3868 -1.4057
H -0.4362 0.5284 2.1744
H 0.3624 -1.1865 -2.1613
H -0.7926 2.4293 -0.4506
H 1.4147 -2.2534 0.0624
H -0.0872 0.5834 2.2071
H -0.1071 -2.3399 1.2689
H 1.1370 -0.4038 -2.3338
H 0.2912 1.2534 1.4361
H 0.5957 0.1647 -2.9729
H 1.2271 -1.5494 -1.8693
H 0.9017 -2.1032 1.1247
H -1.1495 2.1421 1.0237
Br -0.2416 -2.0620 2.4528

Computed properties:
2S+1 = 1
lowest unoccupied orbital energy = -1.74 eV
total charge = 0
electronic energy = -4540.3010 Ha

Here are the Löwdin charges for atoms 1 to 8, given in e:
1 C -0.153
2 C -0.284
3 C -0.226
4 C -0.278
5 C -0.185
6 C -0.203
7 N -0.184
8 N -0.062

***

ORCA calculation (wB97M-V/def2-TZVPD) on one molecule with the formula C17H18BrN3O3.

Cartesian coordinates (Å):
C  -6.080498  -1.933311  1.482142
C  -4.791310  -1.715920  0.749967
C  -4.014923  -2.801604  0.354284
C  -2.830095  -2.617384  -0.324043
C  -2.384994  -1.331290  -0.628269
O  -1.193178  -1.267228  -1.306050
C  -0.682655  -0.011247  -1.679598
C  -0.082470  0.781455  -0.497871
O  1.315927  0.946285  -0.589550
C  2.160045  -0.092099  -0.322729
C  1.738586  -1.388449  -0.048347
C  2.656559  -2.394786  0.189046
C  4.007903  -2.106335  0.131191
Br  5.281898  -3.491245  0.434972
C  4.447971  -0.830165  -0.157212
C  3.537853  0.203273  -0.363938
C  4.092012  1.526890  -0.679921
N  3.756514  2.699540  -0.320406
N  2.755344  2.966916  0.518326
C  2.367133  4.274604  0.778763
N  3.177474  5.201761  0.229517
O  1.387929  4.501931  1.453606
C  -3.146282  -0.240459  -0.235001
C  -4.337931  -0.443395  0.443906
H  -6.518897  -0.987024  1.787913
H  -6.793618  -2.455265  0.844725
H  -5.917404  -2.545312  2.367976
H  -4.346693  -3.804045  0.582166
H  -2.227995  -3.456719  -0.635106
H  0.113338  -0.230353  -2.397498
H  -1.451549  0.580220  -2.188684
H  -0.355600  0.296596  0.448064
H  -0.461306  1.806614  -0.487566
H  0.690458  -1.637262  -0.039817
H  2.317882  -3.396294  0.402292
H  5.505537  -0.618384  -0.205690
H  4.981828  1.508465  -1.298466
H  2.137067  2.243177  0.872738
H  3.955575  4.895375  -0.328506
H  2.980897  6.175489  0.365005
H  -2.829415  0.769402  -0.443750
H  -4.918902  0.417573  0.741406

Forces on the atoms, in the same order (eV/Å):
C 0.0056 -0.0460 -0.0305
C -0.0306 0.1435 0.0200
C 0.0906 0.1306 -0.0495
C 0.1240 0.0898 -0.0716
C -0.0235 -0.0857 0.0207
O -0.2544 -0.3549 0.1229
C 0.2020 0.3779 0.0511
C -0.4942 -0.1446 -0.0755
O 0.5521 -0.1237 -0.0828
C 0.2355 0.0127 -0.0044
C -0.1927 0.1507 0.0102
C 0.2487 0.0586 -0.0034
C 0.1618 -0.2592 0.0240
Br -0.1540 0.1698 -0.0351
C -0.1542 -0.0231 0.0601
C -0.4983 -0.1781 0.1735
C 0.0931 0.0931 -0.1187
N 0.3158 0.3979 -0.1693
N -0.3849 -0.5894 0.3907
C 0.3015 -0.0413 -0.1336
N 0.2386 0.2250 -0.1842
O -0.3618 0.0312 0.2385
C 0.3540 0.0422 -0.2104
C -0.0978 -0.1883 0.0660
H -0.0745 0.0295 0.0489
H -0.1098 -0.0157 0.0211
H -0.0661 -0.0159 0.0845
H -0.0273 -0.1240 0.0211
H 0.0731 -0.1021 -0.0443
H -0.1019 0.1116 0.0818
H 0.0451 -0.0655 0.0305
H 0.0016 0.0659 -0.0833
H 0.0018 -0.1432 0.0434
H -0.1293 0.0281 -0.0150
H -0.0189 -0.0755 0.0122
H 0.0872 0.0138 -0.0151
H 0.0438 -0.0022 -0.0775
H 0.1009 0.2302 -0.1811
H -0.0100 0.0785 0.0062
H -0.0804 -0.0808 0.0467
H 0.0555 0.1053 -0.0321
H -0.0675 0.0733 0.0435

Computed properties:
2S+1 = 1
relative energy (zero: lowest compared OMol25 entry of this formula, charge and spin) = 31.3 kcal/mol
lowest unoccupied orbital energy = 0.41 eV
total charge = 0
electronic energy = -3622.5986 Ha

Here are the Löwdin charges for atoms 1 to 8, given in e:
1 C -0.055
2 C -0.290
3 C -0.042
4 C -0.002
5 C -0.267
6 O -0.075
7 C -0.152
8 C -0.141

***

Look up the electronic energy of the second one.
-3793.0320 Ha

***

Which of these has the highest total charge?
C17H18BMgN7O2S2